1.
Molecular formula: C4H11N3
Method: DFT, the ωB97M-V functional and the def2-TZVPD basis

XYZ file:
```
18
Properties=species:S:1:pos:R:3:forces:R:3
C 0.9027 0.5098 0.6060 -2.1 -2.6 1.2
C -0.5937 -1.1924 0.6377 0.9 1.7 0.7
C 0.8716 1.6659 1.5594 -0.2 -0.1 0.2
C -1.9386 -0.8165 0.0953 -0.2 0.0 -0.1
N 0.8206 -0.1107 -2.7218 -0.1 0.3 0.0
N 0.9464 0.7700 -0.7074 -0.1 -0.8 -3.1
N 0.3347 -0.0721 -1.4585 1.5 0.8 1.0
H 1.4168 -0.3981 0.9073 0.6 0.5 -0.1
H 1.8138 0.0532 -2.8570 -0.3 0.1 0.2
H 0.4139 -0.8573 -3.2616 0.0 0.1 0.1
H -0.5376 -1.2384 1.7218 -0.2 -0.1 0.1
H -0.1209 -2.0613 0.1922 0.1 0.1 -0.1
H 0.6199 2.5924 1.0434 0.0 -0.1 -0.1
H 1.8346 1.7917 2.0593 0.0 0.0 0.0
H 0.1155 1.5147 2.3358 0.1 -0.1 0.0
H -2.1141 0.2610 0.1585 -0.1 -0.1 0.1
H -2.0448 -1.0864 -0.9544 0.1 0.0 0.0
H -2.7408 -1.3255 0.6439 0.0 0.1 0.0
```
Forces are in eV/Å.

The value obtained for the relative energy (zero: lowest compared OMol25 entry of this formula, charge and spin) is 127.4 kcal per mole. The calculation puts the total energy at -8792.0933 eV. As for the charge: 0. Its HOMO-LUMO gap (spin up / spin down) is 8.12 / 8.11 eV. The max |F| is 3.5 eV/Å. The highest occupied orbital energy (spin up / spin down) is -0.268 / -0.268 Eh. The value obtained for the LUMO energy (spin up / spin down) is 0.824 / 0.822 eV.

***

2.
Molecular formula: C4H11N3
Method: DFT, the ωB97M-V functional and the def2-TZVPD basis

XYZ file:
```
18
Properties=species:S:1:pos:R:3:forces:R:3
C 1.9035 -0.3307 -0.6670 1.9 2.3 -3.4
C 1.1942 -0.0182 0.5692 -0.2 -0.1 3.2
C -0.2890 -0.0218 0.5555 -2.7 -2.8 2.8
N -2.9498 0.1353 0.7337 -0.9 1.1 -0.2
C -2.4008 1.1462 0.1369 0.8 -1.8 3.5
N -1.0583 1.0099 -0.0787 0.9 0.0 -0.7
N 1.5626 -1.6122 -1.3589 -1.7 0.4 2.0
H 1.7822 0.6866 -1.4411 0.2 -2.6 1.8
H 3.0077 -0.2169 -0.3390 -1.4 -0.9 -1.1
H 1.5233 0.9003 1.1306 0.1 -0.4 -1.3
H 1.4725 -0.7882 1.3692 -0.4 0.5 -1.2
H -0.6918 -1.0554 0.3510 0.5 0.8 -0.7
H -0.6239 -0.0986 1.6788 0.4 0.9 -1.7
H -3.7818 0.4339 1.2730 0.3 -0.2 -0.8
H -2.6473 2.1597 0.4050 -0.9 0.8 -1.1
H -0.6426 1.4850 -0.8362 0.5 0.7 -0.6
H 2.0959 -1.8209 -2.1843 -0.4 0.1 -0.1
H 0.5433 -1.9941 -1.2977 2.9 1.4 -0.4
```
Forces are in eV/Å.

The value obtained for the relative energy (zero: lowest compared OMol25 entry of this formula, charge and spin) is 77.2 kcal per mole. The SMILES is [H]/N=C/NCCCN. The calculation puts the total energy at -8794.2735 eV. As for the charge: 0. Its HOMO-LUMO gap is 9.78 eV. The max |F| is 4.8 eV/Å. The highest occupied orbital energy is -0.322 Eh. The value obtained for the LUMO energy is 1.010 eV.

***

3.
Molecular formula: C4H11N3
Method: DFT, the ωB97M-V functional and the def2-TZVPD basis

XYZ file:
```
18
Properties=species:S:1:pos:R:3:forces:R:3
C 2.3435 1.6680 0.0162 -0.3 0.0 -0.4
C -0.1243 -2.0653 0.1187 0.0 0.2 0.0
N -2.1001 -0.5181 -0.4153 2.5 -1.4 -0.2
N 1.5949 0.4288 0.0197 -2.0 -0.8 -0.3
C -0.5932 -0.6679 -0.1374 -3.6 0.3 -0.8
N -2.8393 0.4604 0.2443 0.0 0.4 0.5
C 0.1073 0.4362 -0.2811 4.2 0.5 1.4
H -2.5453 -1.4396 -0.4035 0.0 0.8 0.3
H 2.0705 -0.3316 -0.4601 -0.2 0.4 0.1
H -2.5940 0.5177 1.2355 0.0 0.0 -0.2
H -2.6549 1.3767 -0.1633 -0.1 -0.4 0.0
H -0.2736 1.4426 -0.3886 -0.3 -0.2 -0.3
H 2.2945 2.1616 -0.9619 0.1 0.3 0.0
H 1.9524 2.3542 0.7743 0.1 -0.1 -0.1
H 3.3976 1.4724 0.2443 -0.3 0.0 0.0
H -0.1655 -2.6562 -0.8015 0.0 0.0 0.1
H 0.9002 -2.0944 0.4974 -0.1 0.1 -0.1
H -0.7707 -2.5455 0.8624 0.1 0.1 -0.1
```
Forces are in eV/Å.

The value obtained for the relative energy (zero: lowest compared OMol25 entry of this formula, charge and spin) is 72.8 kcal per mole. The SMILES is CN/C=C(\C)NN. The calculation puts the total energy at -8794.4627 eV. As for the charge: 0. Its HOMO-LUMO gap is 8.53 eV. The max |F| is 4.4 eV/Å. The highest occupied orbital energy is -0.276 Eh. The value obtained for the LUMO energy is 1.014 eV.

***

4.
Molecular formula: C4H11N3O
Method: DFT, the ωB97M-V functional and the def2-TZVPD basis

XYZ file:
```
19
Properties=species:S:1:pos:R:3:forces:R:3
C 0.0121 -0.6923 -1.2653 -0.2 0.3 0.2
C -0.3114 -1.5123 1.1167 -0.2 0.4 0.1
C 0.1301 -0.3896 0.2081 2.1 -0.5 0.1
N 2.2557 0.7970 -0.1738 -0.5 0.7 -0.1
C 1.2631 0.3682 0.6204 -0.7 -2.0 0.1
H 2.8146 1.5687 0.1639 0.0 -0.1 0.0
H 2.0782 0.8232 -1.1677 0.0 -0.1 0.0
H 1.4321 0.5160 1.6807 -0.1 0.0 0.0
H -0.9640 -1.1348 -1.4786 0.0 0.0 0.0
H 0.0903 0.2274 -1.8553 0.0 0.0 -0.1
H 0.2686 -2.4277 0.9642 0.0 0.0 0.0
H -1.3620 -1.7484 0.9166 0.0 0.0 0.1
H -0.2286 -1.2212 2.1658 0.0 0.0 0.0
H 0.7729 -1.3966 -1.6160 0.0 0.0 0.0
N -2.1686 1.2045 -0.1622 0.2 -0.5 -0.1
N -1.0925 1.1114 0.6578 1.4 2.7 -0.5
O -0.2755 2.1113 0.3748 -1.8 -1.1 0.3
H -1.8975 1.3529 -1.1338 -0.2 0.3 0.1
H -2.8177 0.4422 -0.0164 0.0 0.0 0.0
```
Forces are in eV/Å.

The value obtained for the relative energy (zero: lowest compared OMol25 entry of this formula, charge and spin) is 126.5 kcal per mole. The SMILES is CC(C)=CN.NN=O. The calculation puts the total energy at -10839.7241 eV. As for the charge: 0. Its HOMO-LUMO gap (spin up / spin down) is 7.39 / 7.39 eV. The max |F| is 3.0 eV/Å. The highest occupied orbital energy (spin up / spin down) is -0.253 / -0.253 Eh. The value obtained for the LUMO energy (spin up / spin down) is 0.504 / 0.505 eV.

***

5.
Molecular formula: C4H11N3O
Method: DFT, the ωB97M-V functional and the def2-TZVPD basis

XYZ file:
```
19
Properties=species:S:1:pos:R:3:forces:R:3
C 0.1246 -2.5790 -0.0600 0.4 -0.9 -1.8
C 0.4581 2.5135 1.4933 0.2 -1.1 -0.2
C -0.7780 -1.6591 -0.9449 -0.6 -0.9 -0.2
C -0.8942 -0.3739 -0.1155 -2.3 -0.3 -3.5
N 0.5906 0.9408 -1.3800 0.9 0.8 -0.7
N -0.2152 2.0041 0.3417 1.6 -3.6 -2.1
N 0.3179 0.2892 -0.1244 0.9 4.1 1.6
O 0.6862 2.2604 -0.8102 -0.3 0.5 0.1
H -0.5056 -2.7798 0.7841 -0.1 -0.9 0.5
H 0.7111 -3.5064 -0.4907 -1.7 1.7 0.7
H 0.8639 -1.9068 0.3136 0.9 0.2 0.3
H -0.2333 2.6889 2.2684 -1.0 1.0 0.7
H 1.1416 1.8302 1.9246 0.8 -1.3 0.2
H 1.1245 3.2714 1.2022 0.3 1.8 -0.3
H -1.8190 -2.0813 -1.1840 1.5 0.5 0.6
H -0.3681 -1.3536 -1.9224 0.1 -0.4 0.3
H -1.7569 0.2152 -0.4910 0.5 0.0 0.0
H -1.0468 -0.5463 0.8734 -0.8 -1.0 3.0
H 1.5987 0.7726 -1.6782 -1.4 0.0 0.8
```
Forces are in eV/Å.

The value obtained for the relative energy (zero: lowest compared OMol25 entry of this formula, charge and spin) is 202.2 kcal per mole. The calculation puts the total energy at -10836.4427 eV. As for the charge: 0. Its HOMO-LUMO gap (spin up / spin down) is 8.60 / 8.60 eV. The max |F| is 4.5 eV/Å. The highest occupied orbital energy (spin up / spin down) is -0.310 / -0.310 Eh. The value obtained for the LUMO energy (spin up / spin down) is 0.153 / 0.152 eV.

***

6.
Molecular formula: C4H11N3O
Method: DFT, the ωB97M-V functional and the def2-TZVPD basis

XYZ file:
```
19
Properties=species:S:1:pos:R:3:forces:R:3
N -0.8000 -1.5444 -0.1840 -3.5 -0.3 -3.0
C -0.6830 -0.0603 -0.0896 1.3 -2.1 1.1
C 0.8302 0.2174 -0.3653 -1.6 3.4 -0.5
C 1.5361 -0.0578 0.9187 0.0 0.5 1.2
N 2.9418 0.1528 0.7240 0.3 4.3 -2.0
C -1.7575 0.6900 -0.8957 -1.2 -2.9 2.4
N -3.0150 0.6787 -0.2433 2.1 2.1 -1.7
O -1.6495 1.1169 -1.9926 0.9 1.4 -1.7
H -0.0052 -2.0947 -0.0202 1.7 0.0 0.9
H -1.0063 -1.8348 -1.1817 0.0 0.7 1.4
H -0.9834 0.0668 1.0165 1.0 0.6 -1.6
H 1.3678 -0.2413 -1.2395 -1.2 0.2 0.7
H 0.8081 1.3774 -0.5219 0.8 -1.8 0.1
H 0.9015 0.5332 1.6952 1.7 -0.6 -0.6
H 1.4891 -1.0882 1.2312 -0.5 -0.6 0.0
H 3.2227 1.1831 0.4691 -0.9 -2.8 0.8
H 3.6436 -0.2435 1.2706 0.7 -0.8 1.4
H -3.5761 1.2978 -0.8418 -0.8 -1.2 0.8
H -3.2648 -0.1490 0.2500 -0.6 -0.2 0.2
```
Forces are in eV/Å.

The value obtained for the relative energy (zero: lowest compared OMol25 entry of this formula, charge and spin) is 51.9 kcal per mole. The SMILES is NCC[C@H](N)C(N)=O. The calculation puts the total energy at -10842.9588 eV. As for the charge: 0. Its HOMO-LUMO gap is 10.04 eV. The max |F| is 4.8 eV/Å. The highest occupied orbital energy is -0.331 Eh. The value obtained for the LUMO energy is 1.024 eV.

***

7.
Molecular formula: C4H11N3O
Method: DFT, the ωB97M-V functional and the def2-TZVPD basis

XYZ file:
```
19
Properties=species:S:1:pos:R:3:forces:R:3
C -0.3554 0.9111 1.4368 0.5 0.8 -0.3
C 0.7470 0.5223 -1.1390 -1.3 -0.6 -0.9
C 1.4736 -0.7622 -0.7874 -0.4 -0.3 0.5
C -0.5007 -1.6673 0.2242 -0.7 0.7 -2.0
N 0.7189 1.2719 0.8024 -0.5 0.0 0.9
N -1.5649 1.4186 1.0774 0.3 -0.2 -0.1
N -0.5175 0.3686 -1.4912 1.2 0.6 -0.5
O 0.9183 -1.4633 0.3156 0.7 0.2 -0.1
H 1.5471 0.8904 1.2457 -0.1 -0.1 0.1
H -0.3554 0.2831 2.3242 0.0 0.0 -0.1
H 1.3397 1.3618 -1.4860 -0.1 0.1 0.1
H -2.3893 0.9239 1.3757 0.1 -0.1 0.0
H -1.6076 1.8104 0.1463 0.0 0.0 0.2
H -0.9385 -0.6146 -0.6993 0.2 -1.3 2.1
H -0.9632 1.2109 -1.8426 0.1 0.1 -0.1
H 2.5130 -0.5528 -0.5293 0.0 0.0 -0.1
H 1.4379 -1.4100 -1.6796 0.1 0.2 0.0
H -0.8151 -2.0229 1.2044 -0.2 0.3 0.0
H -0.6880 -2.4801 -0.4982 0.1 -0.3 0.2
```
Forces are in eV/Å.

The value obtained for the relative energy (zero: lowest compared OMol25 entry of this formula, charge and spin) is 113.0 kcal per mole. The calculation puts the total energy at -10840.3102 eV. As for the charge: 0. Its HOMO-LUMO gap is 8.01 eV. The max |F| is 2.5 eV/Å. The highest occupied orbital energy is -0.259 Eh. The value obtained for the LUMO energy is 0.970 eV.

***

8.
Molecular formula: C4H11N3O
Method: DFT, the ωB97M-V functional and the def2-TZVPD basis

XYZ file:
```
19
Properties=species:S:1:pos:R:3:forces:R:3
C 0.2704 1.2526 -0.5635 0.8 -0.6 0.1
C 1.7200 0.8698 -0.3393 0.1 0.1 0.0
N -0.6879 0.0567 -0.5349 0.5 1.0 -0.9
C -0.6694 -0.5505 0.8115 -0.4 -0.3 0.9
N -0.2117 -0.9413 -1.4849 0.6 -0.6 -0.1
N 0.0925 -1.6934 0.9313 0.3 -0.2 -0.1
C -1.4257 -0.0085 1.7579 0.1 0.1 -0.3
O -1.8555 0.5463 -0.8697 -1.4 0.1 -0.1
H -0.9098 -1.6864 -1.4881 -0.1 0.3 0.1
H -0.2591 -0.5017 -2.3978 -0.2 0.3 0.1
H 0.3783 -1.9304 1.8686 0.0 0.0 -0.1
H 0.7832 -1.8339 0.2095 0.0 0.0 0.2
H -0.0941 1.9089 0.2190 -0.2 -0.1 0.0
H 0.1382 1.7405 -1.5281 -0.3 -0.3 0.0
H -2.0678 0.8182 1.5208 -0.1 0.1 -0.1
H -1.4657 -0.4238 2.7485 0.1 -0.1 0.2
H 2.3290 1.7739 -0.4053 0.0 0.0 0.1
H 1.8651 0.4295 0.6496 0.1 0.0 -0.1
H 2.0700 0.1733 -1.1051 0.0 0.1 0.1
```
Forces are in eV/Å.

The value obtained for the relative energy (zero: lowest compared OMol25 entry of this formula, charge and spin) is 105.8 kcal per mole. The SMILES is C=C(N)[N@@+](N)([O-])CC. The calculation puts the total energy at -10840.6244 eV. As for the charge: 0. Its HOMO-LUMO gap is 9.24 eV. The max |F| is 1.4 eV/Å. The highest occupied orbital energy is -0.306 Eh. The value obtained for the LUMO energy is 0.900 eV.

***

Which formula does entry 4 have? C4H11N3O